No. 1
The following is a quantum chemistry calculation of one molecule with the formula CClFN2O in a non-equilibrium geometry, from OMol25.

The geometry in XYZ format:
```
6
Properties=species:S:1:pos:R:3:forces:R:3:nbo_charge:R:1
N 1.399113 1.412798 1.237403 1.0 1.2 0.5 -0.32
C 0.752134 0.606736 0.764516 -3.1 -4.2 -1.2 0.27
N -0.436235 -0.643377 0.429379 5.1 1.2 2.6 0.36
F 0.246695 -1.684563 -0.226584 0.4 0.4 0.4 -0.23
O -1.271297 -0.194056 -0.324177 -3.2 1.7 -2.7 -0.24
Cl -0.690411 0.502462 -1.880537 -0.1 -0.2 0.3 0.16
```
Positions in Å, forces in eV/Å.

Its LUMO energy is -2.45 eV. The calculation puts the max |F| at 5.8 eV/A. The SMILES is N#CN(F)OCl. The HOMO energy comes out at -12.01 eV. Its total charge is 0. The calculation puts the gap between HOMO and LUMO at 9.56 eV. The energy relative to the best compared isomer or geometry (same formula, charge and spin) is 41.0 kcal per mole.



No. 2
The following is a quantum chemistry calculation of a 2-piece molecular cluster, HI2OP overall in a non-equilibrium geometry, from OMol25.

The geometry in XYZ format:
```
5
Properties=species:S:1:pos:R:3:forces:R:3:nbo_charge:R:1
O 1.261752 0.271363 -0.248205 -2.3 6.2 0.7 -0.97
P 0.050752 0.500381 0.838359 -0.4 -0.9 -1.1 0.88
I -1.413698 -2.375921 -0.148858 0.6 1.3 0.5 -0.36
I -1.325612 2.194557 -0.215728 0.4 -0.4 0.1 -0.06
H 1.426807 -0.590381 -0.225568 1.6 -6.2 -0.2 0.49
```
Positions in Å, forces in eV/Å.

Its LUMO energy (alpha / beta) is -2.75 / -2.17 eV. The calculation puts the max |F| at 6.7 eV/A. The HOMO energy (alpha / beta) comes out at -8.76 / -9.26 eV. Its total charge is 0. The calculation puts the gap between HOMO and LUMO (alpha / beta) at 6.01 / 7.09 eV. The energy relative to the best compared isomer or geometry (same formula, charge and spin) is 35.2 kcal per mole.



No. 3
The following is a quantum chemistry calculation of a 14-piece molecular cluster, ClH26O17 overall in a non-equilibrium geometry, from OMol25.

The geometry in XYZ format:
```
44
Properties=species:S:1:pos:R:3:forces:R:3:nbo_charge:R:1
Cl -26.110690 31.102640 -22.017920 -4.6 -0.5 -0.8 2.54
O -25.576280 31.276380 -20.710540 1.3 -0.2 3.3 -0.47
O -26.775840 29.859000 -22.199090 0.7 0.1 0.3 -0.77
O -26.993800 32.177390 -22.229310 -0.3 0.5 -0.6 -0.73
O -24.926180 31.198200 -22.736870 2.9 0.0 -2.1 -0.62
O -28.916590 34.046680 -20.312530 0.2 0.2 0.2 -0.93
H -29.732810 33.588620 -20.112050 -0.2 -0.2 0.1 0.47
H -28.483360 33.492200 -20.961450 0.0 0.0 -0.2 0.46
O -25.621660 34.327630 -24.571840 0.3 -0.1 0.1 -0.93
H -25.960150 34.435740 -25.460640 -0.1 0.2 -0.3 0.48
H -26.085200 33.563170 -24.229830 -0.2 -0.1 0.2 0.46
O -22.570260 29.356830 -21.639080 -0.2 0.3 -0.2 -0.94
H -23.466930 29.083810 -21.444960 -0.2 -0.4 0.1 0.46
H -22.176130 29.513860 -20.781040 0.2 0.1 0.2 0.48
O -24.919730 30.641160 -17.572900 0.3 0.3 -0.1 -0.96
H -25.547410 30.063620 -18.007300 -0.3 -0.4 -0.2 0.48
H -24.906750 30.341160 -16.664020 0.0 0.0 0.3 0.47
O -22.972070 32.758110 -24.271130 0.3 -0.4 0.0 -0.92
H -23.623340 33.294220 -24.723500 -0.3 0.4 -0.1 0.49
H -23.366140 32.569580 -23.419420 0.1 0.3 0.0 0.45
O -25.027240 26.994690 -21.576190 0.2 0.3 0.4 -0.94
H -24.468600 26.867500 -22.342990 0.3 -0.2 -0.3 0.48
H -25.659110 27.660580 -21.847400 -0.5 0.0 -0.2 0.47
O -29.783650 28.863930 -22.838390 -0.2 0.1 0.2 -0.93
H -28.936380 29.265590 -22.645990 0.2 0.0 0.1 0.46
H -29.908890 29.005640 -23.776720 0.0 -0.1 -0.3 0.47
O -26.043700 28.222620 -19.002870 -0.5 0.6 0.2 -0.94
H -25.434860 27.744290 -18.440070 0.2 -0.3 0.1 0.48
H -25.519820 28.475180 -19.763130 0.2 -0.3 -0.2 0.47
O -27.117550 29.228620 -25.201380 -0.1 -0.1 0.0 -0.92
H -27.395610 30.084850 -25.526630 -0.1 0.2 -0.3 0.46
H -26.603180 29.424830 -24.418340 0.2 -0.1 0.1 0.46
O -29.688580 32.929440 -23.622910 0.0 0.2 -0.1 -0.93
H -28.841500 32.529990 -23.820680 0.1 -0.1 0.0 0.45
H -30.161040 32.258590 -23.130000 -0.2 -0.2 0.2 0.48
O -29.077050 30.733730 -19.799730 -0.2 0.2 -0.2 -0.92
H -28.879510 30.027700 -19.184320 0.0 -0.3 0.2 0.48
H -28.228910 30.967880 -20.176630 0.1 0.1 0.1 0.44
O -22.045330 29.681130 -24.469580 -0.1 -0.4 -0.4 -0.94
H -22.549180 30.120010 -23.784200 0.1 0.1 0.2 0.47
H -21.216150 30.158330 -24.500750 0.1 0.2 0.0 0.47
O -22.692920 32.519460 -20.965120 0.0 0.3 -0.2 -0.91
H -22.684470 32.107580 -20.101110 0.0 -0.1 0.3 0.47
H -23.351760 32.030140 -21.457810 0.1 -0.2 0.1 0.45
```
Positions in Å, forces in eV/Å.

Its spin multiplicity is 2. Its LUMO energy (alpha / beta) is -0.66 / -7.25 eV. The calculation puts the max |F| at 4.7 eV/A. The HOMO energy (alpha / beta) comes out at -10.93 / -10.91 eV. Its total charge is 0. The calculation puts the gap between HOMO and LUMO (alpha / beta) at 10.27 / 3.66 eV.



No. 4
The following is a quantum chemistry calculation of one molecule with the formula C3ClF3 in a non-equilibrium geometry, from OMol25.

The geometry in XYZ format:
```
7
Properties=species:S:1:pos:R:3:forces:R:3:nbo_charge:R:1
C 1.273115 -0.801971 -0.572091 -0.6 -1.1 0.8 0.45
C -1.484381 0.586846 0.558663 2.6 -0.4 -0.7 0.03
C 0.247211 0.287857 -0.073344 -0.8 0.8 1.5 0.38
F 1.294691 -1.818884 0.275263 -0.4 1.1 -0.7 -0.31
F 0.400710 1.248973 -1.001015 -0.7 0.3 -0.2 -0.32
F 0.956728 0.730779 1.047920 -0.5 -0.4 -0.5 -0.34
Cl -2.688072 -0.233600 -0.235397 0.3 -0.2 -0.3 0.11
```
Positions in Å, forces in eV/Å.

Its LUMO energy is -1.73 eV. The calculation puts the max |F| at 2.7 eV/A. The HOMO energy comes out at -9.48 eV. Its total charge is 0. The calculation puts the gap between HOMO and LUMO at 7.74 eV. The energy relative to the best compared isomer or geometry (same formula, charge and spin) is 119.3 kcal per mole.